Entry from OMol25: C6H10O as an isolated structure (ωB97M-V with the def2-TZVPD basis set).

Summary:
HOMO level (spin up / spin down): -8.02 / -7.08 eV

Positions of all 17 atoms, in Å:
C1 0.61 -0.92 1.22
C2 1.37 0.25 0.56
O1 1.42 0.06 -0.84
C3 0.19 0.07 -1.44
C4 -0.73 1.22 -1.23
C5 -1.56 1.27 -0.21
C6 -0.75 -1.13 0.60
H1 0.51 -0.69 2.29
H2 1.22 -1.82 1.11
H3 0.85 1.19 0.80
H4 2.41 0.30 0.90
H5 0.32 -0.31 -2.46
H6 -0.53 -0.69 -0.67
H7 -0.68 1.96 -2.04
H8 -2.14 2.17 0.02
H9 -0.92 -2.14 0.22
H10 -1.60 -0.79 1.17



Entry from OMol25: C5H6AuO3 as an isolated structure in a non-equilibrium geometry (ωB97M-V with the def2-TZVPD basis set).

Summary:
⟨S²⟩: 3.759
2S+1: 4
HOMO level (spin up / spin down): -14.96 / -19.59 eV
total charge: +2

Positions of all 15 atoms, in Å:
O1 2.68 0.53 -0.48
C1 1.59 0.00 -0.32
O2 0.53 0.35 -1.00
O3 1.36 -0.94 0.55
C2 -0.03 -1.32 0.51
C3 -0.62 -0.42 -0.58
C4 -1.71 0.50 -0.10
C5 -1.40 1.52 0.81
Au1 4.21 0.45 0.11
H1 -0.45 -1.14 1.51
H2 -0.09 -2.39 0.27
H3 -0.95 -1.00 -1.45
H4 -2.67 -0.01 0.10
H5 -1.94 1.77 -0.55
H6 -0.50 2.11 0.62



Energy relative to the best compared isomer or geometry (same formula, charge and spin) per entry: 5.7562 0.7831 eV
Energy per entry: -8425.4842 -15086.4659 eV